--- 1 ---
Below is an isolated molecule of CH3NO4, with properties calculated with ωB97M-V with the def2-TZVPD basis set.

For the HOMO-LUMO gap, the calculation gives 10.9096 eV. As for the HOMO energy: -10.49 eV. As for the lowest unoccupied orbital energy: 0.42 eV.

ORCA input file:
```
! wB97M-V def2-TZVPD RIJCOSX def2/J DEFGRID3
* xyz 0 1
C 0.338 0.256 -0.462
N 0.832 -1.226 -0.936
O 1.553 -1.303 -1.868
O 0.422 -2.080 -0.248
O 0.736 0.319 0.811
O -1.007 0.332 -0.560
H 1.073 0.870 -1.109
H -0.020 0.162 1.421
H -1.580 -0.365 -0.306
*
```

--- 2 ---
Below is a cluster of 2 separate species, CH3NO4 in total, with properties calculated with ωB97M-V with the def2-TZVPD basis set.

For the HOMO-LUMO gap (spin up / spin down), the calculation gives 9.7352 / 7.4977 eV. As for the HOMO energy (spin up / spin down): -9.89 / -8.79 eV. As for the lowest unoccupied orbital energy (spin up / spin down): -0.15 / -1.29 eV.

ORCA input file:
```
! wB97M-V def2-TZVPD RIJCOSX def2/J DEFGRID3
* xyz 0 1
C 0.490 0.112 -0.223
N -2.116 -0.370 -0.008
O -0.052 1.142 -0.063
O 2.854 0.401 -0.155
O -1.100 -1.100 -0.267
O 1.515 -0.522 -0.277
H -2.431 0.286 -0.718
H -2.302 -0.157 0.967
H 3.142 0.206 0.746
*
```

Of them, 1 has the highest stability.

--- 1 ---
Below is a cluster of 2 separate species, CH2NO3S in total, with properties calculated with ωB97M-V with the def2-TZVPD basis set.

For the HOMO-LUMO gap, the calculation gives 7.6635 eV. As for the HOMO energy: -4.32 eV. As for the lowest unoccupied orbital energy: 3.34 eV.

ORCA input file:
```
! wB97M-V def2-TZVPD RIJCOSX def2/J DEFGRID3
* xyz -1 1
C -1.514 -0.069 0.039
N 2.049 -0.071 -0.137
O -0.759 -0.996 0.733
O -2.653 -0.376 -0.256
O -0.961 1.032 -0.225
S 1.377 1.310 0.160
H 0.146 -0.653 0.813
H 2.314 -0.176 -1.126
*
```

--- 2 ---
Below is a cluster of 2 separate species, CH2NO3S in total, with properties calculated with ωB97M-V with the def2-TZVPD basis set.

For the HOMO-LUMO gap, the calculation gives 5.8049 eV. As for the HOMO energy: -3.49 eV. As for the lowest unoccupied orbital energy: 2.31 eV.

ORCA input file:
```
! wB97M-V def2-TZVPD RIJCOSX def2/J DEFGRID3
* xyz -1 1
C -0.827 -0.532 -0.687
N 1.477 1.709 1.087
O 1.275 2.531 2.050
O 2.698 1.584 0.714
O -2.184 -2.808 -1.089
S -0.980 -2.202 -0.423
H -1.415 -0.235 -1.470
H -0.043 -0.047 -0.183
*
```

Of them, 1 has the highest stability.

--- 1 ---
Below is an isolated molecule of C7H15N, with properties calculated with ωB97M-V with the def2-TZVPD basis set.

For the HOMO-LUMO gap, the calculation gives 8.1171 eV. As for the HOMO energy: -7.28 eV. As for the lowest unoccupied orbital energy: 0.84 eV.

ORCA input file:
```
! wB97M-V def2-TZVPD RIJCOSX def2/J DEFGRID3
* xyz 0 1
C -1.583 1.185 -1.868
C -1.054 -0.035 -1.165
C -0.650 0.158 0.304
C 0.690 -1.913 0.232
C 0.627 -0.591 0.722
C 1.813 0.327 0.978
C 0.416 -1.766 1.903
N -0.626 2.308 -1.979
H -2.399 1.559 -1.226
H -2.030 0.997 -2.840
H -0.204 -0.470 -1.704
H -1.833 -0.802 -1.202
H -0.652 1.217 0.573
H -1.458 -0.303 0.887
H 1.665 -2.392 0.098
H 2.214 0.558 -0.008
H 2.552 -0.170 1.604
H 1.457 1.233 1.470
H 0.249 -0.978 2.660
H -0.505 -2.332 1.996
H 1.315 -2.205 2.324
H -0.098 2.386 -1.112
H 0.092 2.032 -2.646
*
```

--- 2 ---
Below is an isolated molecule of C7H15N, with properties calculated with ωB97M-V with the def2-TZVPD basis set.

For the HOMO-LUMO gap, the calculation gives 9.9020 eV. As for the HOMO energy: -8.66 eV. As for the lowest unoccupied orbital energy: 1.24 eV.

ORCA input file:
```
! wB97M-V def2-TZVPD RIJCOSX def2/J DEFGRID3
* xyz 0 1
C 1.562 2.060 -0.357
C 1.998 0.643 -1.028
C 0.801 -0.258 -1.305
C 0.212 -0.822 -0.044
C -1.224 -1.215 -0.230
C -2.095 -0.930 0.798
C -3.368 -1.713 0.986
N 1.885 2.192 1.028
H 2.062 2.827 -0.957
H 0.490 2.275 -0.488
H 2.707 0.110 -0.430
H 2.518 0.941 -2.028
H 1.048 -1.177 -1.953
H 0.230 0.468 -1.844
H 0.280 -0.115 0.848
H 0.818 -1.585 0.536
H -1.350 -1.734 -1.159
H -1.844 -0.288 1.668
H -4.196 -1.166 0.799
H -3.491 -2.526 0.261
H -3.516 -1.981 1.969
H 2.629 2.680 1.369
H 1.845 1.314 1.559
*
```

Of them, 2 has the highest stability.

--- 1 ---
Below is a structure of composition C7H15N, with properties calculated with ωB97M-V with the def2-TZVPD basis set.

For the HOMO-LUMO gap, the calculation gives 8.5309 eV. As for the HOMO energy: -7.59 eV. As for the lowest unoccupied orbital energy: 0.94 eV.

ORCA input file:
```
! wB97M-V def2-TZVPD RIJCOSX def2/J DEFGRID3
* xyz 0 1
C 0.499 -1.423 0.554
C -0.082 -0.235 -0.420
C 0.651 1.099 -0.409
C 1.338 -1.137 1.775
C -0.602 -0.730 -1.758
C -0.225 2.218 -0.975
C -1.127 -0.359 0.709
N -1.186 0.504 1.679
H 0.070 -2.410 0.404
H 1.183 -1.240 -0.387
H -2.107 0.558 2.104
H -1.977 -0.990 0.413
H 0.890 1.355 0.623
H 1.578 1.009 -0.979
H 2.072 -0.356 1.599
H 1.870 -2.033 2.094
H 0.682 -0.774 2.569
H -1.414 -0.086 -2.093
H -0.986 -1.747 -1.678
H 0.192 -0.729 -2.505
H -0.435 2.073 -2.033
H -1.164 2.260 -0.427
H 0.282 3.175 -0.861
*
```

--- 2 ---
Below is a structure of composition C7H15N, with properties calculated with ωB97M-V with the def2-TZVPD basis set.

For the HOMO-LUMO gap, the calculation gives 4.4582 eV. As for the HOMO energy: -6.61 eV. As for the lowest unoccupied orbital energy: -2.16 eV.

ORCA input file:
```
! wB97M-V def2-TZVPD RIJCOSX def2/J DEFGRID3
* xyz 0 1
C -0.527 0.057 2.369
C -2.071 -0.112 -1.004
C -0.740 -0.218 -1.251
C 0.210 0.802 -0.675
C 1.551 0.279 -0.177
C 2.750 0.823 -0.612
C 4.040 0.374 -0.331
N -2.546 0.747 -0.073
H -1.275 -0.185 1.571
H -0.014 1.022 2.098
H 0.260 -0.727 2.479
H -2.834 -0.772 -1.652
H -1.083 0.159 3.313
H -0.236 -0.999 -1.837
H 0.398 1.566 -1.396
H -0.252 1.353 0.141
H 1.536 -0.704 0.231
H -3.546 0.873 -0.144
H 2.684 1.716 -1.262
H 4.865 0.868 -0.775
H 4.234 -0.524 0.227
H -3.786 -3.052 -0.261
H -3.620 -3.344 -0.979
*
```

--- 3 ---
Below is a cluster of 2 separate species, C7H15N in total, with properties calculated with ωB97M-V with the def2-TZVPD basis set.

For the HOMO-LUMO gap, the calculation gives 9.3278 eV. As for the HOMO energy: -8.42 eV. As for the lowest unoccupied orbital energy: 0.91 eV.

ORCA input file:
```
! wB97M-V def2-TZVPD RIJCOSX def2/J DEFGRID3
* xyz 0 1
C -0.762 -0.182 0.851
C -1.018 -1.673 0.592
C -1.957 0.657 0.375
C -0.518 0.054 2.344
C 2.714 0.934 -1.197
N 0.450 0.250 0.149
C 0.648 0.079 -1.091
C 0.338 -0.223 -2.337
H 1.895 1.107 -0.347
H -1.893 -2.007 1.151
H -0.159 -2.264 0.908
H -1.200 -1.862 -0.465
H -2.142 0.501 -0.687
H -1.390 -0.243 2.925
H -1.764 1.717 0.542
H -2.856 0.385 0.928
H 0.342 -0.524 2.680
H -0.314 1.108 2.531
H 2.620 1.574 -2.066
H 2.995 -0.079 -1.470
H 3.526 1.275 -0.549
H -0.579 0.143 -2.772
H 1.024 -0.727 -2.996
*
```

Of them, 1 has the highest stability.

--- 1 ---
Below is a cluster of 2 separate species, C12H16N2O in total, with properties calculated with ωB97M-V with the def2-TZVPD basis set.

For the HOMO-LUMO gap, the calculation gives 8.9803 eV. As for the HOMO energy: -8.29 eV. As for the lowest unoccupied orbital energy: 0.69 eV.

ORCA input file:
```
! wB97M-V def2-TZVPD RIJCOSX def2/J DEFGRID3
* xyz 0 1
C -0.867 2.618 1.889
C -1.300 0.926 -0.130
C -0.579 1.908 0.604
C -0.607 0.795 -1.356
C 0.435 2.406 -0.187
C -2.349 0.082 0.265
C -1.102 -0.193 -2.229
C -2.706 -0.914 -0.589
C -2.082 -1.100 -1.866
N 0.413 1.700 -1.408
H -2.874 0.197 1.204
H -1.019 1.901 2.698
H -1.781 3.227 1.797
H 0.900 3.369 -0.052
H 1.219 1.550 -1.986
H -0.655 -0.321 -3.214
H -3.473 -1.644 -0.367
H -2.280 -1.822 -2.642
H -0.131 3.378 2.109
C 1.110 -2.064 0.695
C 1.490 -2.283 -0.781
C 2.209 -1.329 1.416
O 3.020 -1.841 2.157
N 2.165 0.049 1.318
H 0.206 -1.458 0.668
H 0.965 -3.009 1.208
H 0.733 -2.064 -1.525
H 1.747 -3.352 -0.927
H 2.905 0.565 1.778
H 1.828 0.599 0.539
H 2.458 -1.876 -1.086
*
```

--- 2 ---
Below is a cluster of 2 separate species, C12H16N2O in total, with properties calculated with ωB97M-V with the def2-TZVPD basis set.

For the HOMO-LUMO gap, the calculation gives 8.9191 eV. As for the HOMO energy: -8.23 eV. As for the lowest unoccupied orbital energy: 0.69 eV.

ORCA input file:
```
! wB97M-V def2-TZVPD RIJCOSX def2/J DEFGRID3
* xyz 0 1
C 1.797 0.919 -1.188
C 0.911 2.027 -1.840
C 2.759 1.535 -0.213
O 3.920 1.873 -0.346
N 2.329 1.466 1.127
H 1.327 0.180 -0.532
H 2.418 0.553 -1.989
H -0.118 2.140 -1.495
H 3.018 1.558 1.856
H 1.345 1.373 1.291
H 0.972 1.841 -2.910
H 1.318 3.015 -1.607
C -1.010 0.151 2.909
C -1.816 -0.926 -0.621
C -0.924 -0.901 0.474
C -1.486 -0.088 1.523
C -2.699 0.297 1.050
C -1.506 -1.719 -1.742
C -0.437 -2.548 -1.633
C 0.206 -1.739 0.497
C 0.458 -2.651 -0.502
N -2.910 -0.211 -0.243
H -3.726 0.039 -0.766
H -2.054 -1.620 -2.667
H -3.594 0.851 1.299
H -0.130 -3.126 -2.506
H 0.885 -1.744 1.344
H -0.547 1.148 3.024
H -0.228 -0.522 3.251
H 1.270 -3.353 -0.555
H -1.749 0.184 3.711
*
```

--- 3 ---
Below is a cluster of 2 separate species, C12H16N2O in total, with properties calculated with ωB97M-V with the def2-TZVPD basis set.

For the HOMO-LUMO gap, the calculation gives 8.9963 eV. As for the HOMO energy: -8.23 eV. As for the lowest unoccupied orbital energy: 0.77 eV.

ORCA input file:
```
! wB97M-V def2-TZVPD RIJCOSX def2/J DEFGRID3
* xyz 0 1
C -2.789 -0.911 -1.296
C -1.067 0.964 -0.724
C -1.644 0.005 -1.625
C 0.079 1.463 -1.389
C -0.922 0.023 -2.770
C -0.485 2.317 1.190
C 0.721 2.720 0.529
C -1.329 1.435 0.570
C 0.991 2.308 -0.755
N 0.146 0.896 -2.627
H -0.621 2.901 2.082
H 1.366 3.390 1.086
H -2.271 1.134 1.008
H 1.806 2.746 -1.324
H -3.014 -1.447 -2.182
H -3.712 -0.398 -1.020
H -1.082 -0.618 -3.624
H 0.664 1.226 -3.421
H -2.558 -1.550 -0.442
C 1.957 -1.577 1.029
C 1.059 -2.293 -0.017
C 1.278 -1.600 2.382
O 0.811 -2.625 2.833
N 1.255 -0.398 3.034
H 2.843 -2.162 1.248
H 2.136 -0.564 0.709
H 0.037 -2.358 0.346
H 1.391 -3.330 -0.080
H 0.573 -0.365 3.779
H 1.273 0.400 2.418
H 1.106 -1.730 -0.945
*
```

Of them, 3 has the highest stability.

--- 1 ---
Below is a cluster of 3 separate species, C4H16N2O2 in total, with properties calculated with ωB97M-V with the def2-TZVPD basis set.

For the HOMO-LUMO gap, the calculation gives 9.6791 eV. As for the HOMO energy: -9.13 eV. As for the lowest unoccupied orbital energy: 0.55 eV.

ORCA input file:
```
! wB97M-V def2-TZVPD RIJCOSX def2/J DEFGRID3
* xyz 0 1
C 1.723 1.203 -0.050
N 2.069 0.879 -1.351
C 1.806 -0.076 0.860
C 1.146 -1.412 0.265
C -0.260 -1.310 -0.189
N -1.201 -0.944 0.884
H 0.662 1.307 -0.081
H 1.871 2.232 0.461
H 1.815 1.631 -2.039
H 3.104 0.761 -1.372
H 1.300 0.044 1.904
H 2.916 -0.262 1.118
H 1.060 -2.293 0.886
H 1.922 -1.608 -0.492
H -0.261 -0.609 -1.018
H -0.718 -2.107 -0.775
H -1.160 -1.662 1.479
H -2.096 -0.800 0.476
H -2.693 -0.078 -1.416
H -4.150 0.313 -1.392
O -3.496 0.012 -0.850
H -1.316 0.997 1.133
H -2.489 1.865 0.660
O -1.552 1.915 0.899
*
```

--- 2 ---
Below is a cluster of 3 separate species, C4H16N2O2 in total, with properties calculated with ωB97M-V with the def2-TZVPD basis set.

For the HOMO-LUMO gap, the calculation gives 9.5034 eV. As for the HOMO energy: -8.80 eV. As for the lowest unoccupied orbital energy: 0.71 eV.

ORCA input file:
```
! wB97M-V def2-TZVPD RIJCOSX def2/J DEFGRID3
* xyz 0 1
N 2.742 1.637 1.036
C 1.389 1.084 0.962
C 1.189 0.606 -0.524
N -0.296 0.143 -0.657
C -0.815 0.322 -2.102
C -2.242 -0.358 -2.184
H 2.862 2.507 1.531
H 3.533 1.217 1.098
H 1.130 0.410 1.803
H 0.639 1.978 1.051
H 1.698 -0.369 -0.665
H 1.511 1.291 -1.285
H -0.890 0.672 -0.035
H -0.128 -0.075 -2.828
H -1.064 1.467 -2.238
H -2.632 -0.852 -1.258
H -3.056 0.362 -2.414
H -2.269 -1.164 -2.911
H 1.346 -2.858 1.449
H 0.292 -1.942 0.475
O 0.660 -2.103 1.320
H -1.200 -1.788 2.780
H -2.265 -0.655 2.611
O -2.132 -1.531 2.985
*
```

--- 3 ---
Below is a cluster of 3 separate species, C4H16N2O2 in total, with properties calculated with ωB97M-V with the def2-TZVPD basis set.

For the HOMO-LUMO gap, the calculation gives 9.0503 eV. As for the HOMO energy: -8.40 eV. As for the lowest unoccupied orbital energy: 0.65 eV.

ORCA input file:
```
! wB97M-V def2-TZVPD RIJCOSX def2/J DEFGRID3
* xyz 0 1
C -0.438 -0.310 3.057
N -0.641 -1.505 2.250
C -1.585 -0.204 0.293
C -0.701 -1.386 0.810
C 0.702 -1.295 0.246
N 1.335 -2.632 0.300
H 0.317 -0.490 3.818
H -0.125 0.504 2.410
H -1.357 0.057 3.523
H -1.313 -2.135 2.648
H -0.952 0.646 -0.005
H -2.272 0.134 1.067
H -2.119 -0.428 -0.637
H -1.142 -2.295 0.415
H 0.656 -1.035 -0.804
H 1.293 -0.544 0.786
H 1.649 -2.824 1.246
H 2.190 -2.618 -0.243
H 0.401 5.540 -2.938
H -0.805 4.592 -3.024
O 0.136 4.625 -2.804
H 1.079 1.348 -3.545
H 1.882 0.735 -4.712
O 1.811 1.520 -4.161
*
```

Of them, 3 has the highest stability.